Entry 1:
C24H28N4O6OsSe as an isolated structure at a distorted geometry. Source: OMol25; level of theory: ωB97M-V with the def2-TZVPD basis set.

Computed properties:
Kohn-Sham gap (spin up / spin down): 4.451 / 5.719 eV
<S²>: 6.0593
HOMO (spin up / spin down): -11.455 / -14.008 eV

Geometry as ORCA input:
```
! RIJCOSX wB97M-V def2-TZVPD def2/J DEFGRID3
* xyz 2 5
Os 12.46 10.71 6.78
C 17.16 15.69 6.68
C 15.85 14.99 6.41
C 14.69 15.42 7.06
C 13.43 14.76 6.94
C 12.23 15.46 7.31
N 10.99 15.31 6.95
C 10.41 14.43 5.97
C 8.89 14.66 5.82
C 8.25 13.61 4.92
N 8.77 12.27 5.12
C 8.02 11.16 5.17
C 8.57 9.82 5.35
C 7.71 8.70 5.15
C 7.91 7.46 5.75
C 6.89 6.40 5.54
C 9.19 7.30 6.30
C 10.21 8.30 6.30
C 11.39 8.05 7.03
N 12.52 8.75 6.94
C 13.85 8.08 7.34
C 14.93 8.87 6.69
C 14.59 9.40 5.26
N 13.97 10.73 5.42
C 14.56 11.84 4.92
C 14.60 13.08 5.63
C 15.73 13.92 5.55
C 13.44 13.47 6.36
O 12.40 12.68 6.42
C 9.93 9.60 5.73
O 10.83 10.53 5.51
H 17.49 16.20 5.76
H 17.99 15.01 6.92
H 17.00 16.37 7.49
H 14.74 16.36 7.64
H 12.44 16.23 8.04
H 10.34 15.93 7.48
H 10.46 13.44 6.35
H 10.97 14.43 4.99
H 8.63 15.65 5.39
H 8.40 14.54 6.78
H 8.38 13.81 3.84
H 7.14 13.54 5.00
H 9.79 12.07 5.25
H 6.96 11.33 4.97
H 6.84 8.77 4.53
H 6.23 6.66 4.71
H 6.29 6.26 6.44
H 7.34 5.41 5.30
H 9.45 6.29 6.69
H 11.32 7.19 7.66
H 13.79 7.02 6.97
H 13.96 8.11 8.44
H 15.90 8.36 6.65
H 15.12 9.78 7.25
H 13.92 8.79 4.69
H 15.51 9.41 4.67
H 15.13 11.72 3.97
H 16.51 13.54 4.88
O 11.64 11.91 10.59
Se 12.26 10.79 9.62
O 13.54 11.21 8.45
O 11.09 10.67 8.29
O 12.59 9.40 10.42
*
```

These are the Mulliken partial charges, in e, on atoms 1 to 5:
1 Os 3.18
2 C -1.50
3 C 0.40
4 C -0.90
5 C 0.41

Entry 2:
A single C16H16ClFN2OS molecule at a distorted geometry. Source: OMol25; level of theory: ωB97M-V with the def2-TZVPD basis set.

Computed properties:
Kohn-Sham gap: 8.187 eV
Structure (SMILES): COc1ccc(Cl)cc1NC(=S)NCCc1ccc(F)cc1
ΔE to the lowest compared entry with this formula, charge and spin: 272.13 kcal/mol
HOMO: -8.133 eV

Geometry as ORCA input:
```
! RIJCOSX wB97M-V def2-TZVPD def2/J DEFGRID3
* xyz 0 1
C -0.96 -1.55 -3.04
H -0.07 -2.09 -3.67
O -0.33 -0.32 -2.49
C 0.56 -0.71 -1.56
C 1.79 -0.32 -1.93
C 2.77 -0.45 -0.87
C 2.53 -1.28 0.36
C 1.35 -1.66 0.35
C 0.23 -1.40 -0.46
N -0.91 -2.03 0.00
C -2.21 -1.13 0.25
N -2.53 -0.14 -0.59
H -1.71 -0.08 -1.25
C -3.42 0.80 -0.06
H -4.33 0.14 0.11
C -3.00 1.60 1.15
C -1.46 1.85 0.82
C -1.21 2.82 -0.19
C 0.25 3.25 -0.64
C 1.11 2.58 0.29
C 0.80 1.68 1.13
C -0.60 1.52 1.66
H -0.73 0.87 2.37
H 1.58 1.29 1.96
F 2.43 2.95 -0.38
H 0.50 3.82 -1.40
H -1.95 3.15 -0.85
H -3.53 2.68 1.05
H -3.08 1.06 2.09
H -3.67 1.25 -0.91
S -3.18 -1.88 1.28
H -0.89 -2.79 0.52
H 1.26 -2.24 1.38
Cl 3.91 -1.61 1.25
H 3.76 0.00 -1.12
H 1.93 0.65 -2.63
H -1.47 -2.23 -2.59
H -1.75 -1.15 -3.56
*
```

These are the Mulliken partial charges, in e, on atoms 1 to 5:
1 C -1.09
2 H 0.26
3 O -0.59
4 C 0.79
5 C -0.10

Entry 3:
C21H12Cl5F6N6O2OsS as an isolated structure. Source: OMol25; level of theory: ωB97M-V with the def2-TZVPD basis set.

Computed properties:
Kohn-Sham gap (spin up / spin down): 7.551 / 5.944 eV
<S²>: 6.0239
ΔE to the lowest compared entry with this formula, charge and spin: 14.60 kcal/mol
HOMO (spin up / spin down): -11.245 / -11.283 eV

Geometry as ORCA input:
```
! RIJCOSX wB97M-V def2-TZVPD def2/J DEFGRID3
* xyz 1 5
Os -0.52 -0.26 0.05
C 0.68 0.00 4.98
N 1.64 -0.11 3.89
C 2.93 -0.59 4.01
C 3.47 -0.57 2.78
N 2.52 -0.06 1.90
C 1.39 0.21 2.62
S -0.09 0.92 2.14
C 2.76 0.09 0.50
C 4.06 -0.02 0.01
C 4.27 0.09 -1.35
C 3.19 0.30 -2.19
C 1.94 0.41 -1.63
N 1.72 0.30 -0.31
H 1.18 -0.29 5.90
H -0.16 -0.66 4.79
H 0.32 1.03 5.06
H 3.33 -0.91 4.95
H 4.45 -0.89 2.48
H 4.90 -0.16 0.67
H 5.27 0.00 -1.74
H 3.31 0.39 -3.26
H 1.07 0.60 -2.24
Cl -3.21 6.91 -0.34
C -2.67 5.29 -0.35
C -1.35 4.99 -0.66
Cl -0.25 6.25 -1.04
C -0.91 3.67 -0.67
Cl 0.72 3.30 -1.07
C -1.79 2.63 -0.38
O -1.44 1.35 -0.41
C -3.12 2.94 -0.04
Cl -4.16 1.65 0.43
C -3.56 4.26 -0.03
Cl -5.18 4.61 0.39
C -3.55 -2.52 -1.94
C -2.22 -1.79 -1.96
O -1.99 -1.27 -0.67
C -1.09 -2.78 -2.30
F 0.13 -2.17 -2.30
F -1.03 -3.75 -1.38
F -1.24 -3.35 -3.49
C -2.27 -0.65 -3.01
F -3.22 0.22 -2.70
F -2.51 -1.11 -4.23
F -1.11 0.04 -3.07
H -3.52 -3.31 -1.20
H -3.77 -2.95 -2.92
H -4.34 -1.81 -1.67
N 0.30 -1.87 0.73
C 0.72 -2.99 0.80
N 1.25 -4.07 1.02
C 1.31 -5.25 0.45
N 1.43 -6.29 -0.02
*
```

These are the Mulliken partial charges, in e, on atoms 1 to 5:
1 Os 1.19
2 C -0.86
3 N 0.14
4 C -0.60
5 C -0.34

Entry 4:
A single C7H12 molecule at a distorted geometry. Source: OMol25; level of theory: ωB97M-V with the def2-TZVPD basis set.

Computed properties:
Kohn-Sham gap: 8.766 eV
Structure (SMILES): C=C(C)/C(C)=C/C
ΔE to the lowest compared entry with this formula, charge and spin: 40.84 kcal/mol
HOMO: -7.925 eV

Geometry as ORCA input:
```
! RIJCOSX wB97M-V def2-TZVPD def2/J DEFGRID3
* xyz 0 1
C 0.29 2.25 -0.21
C 0.43 1.02 0.66
C 1.11 1.08 1.80
C -0.64 -0.44 -1.11
C 0.09 -0.26 0.02
C 0.65 -1.53 0.67
C -1.65 -1.54 -1.35
H -0.09 2.02 -1.21
H -0.31 3.05 0.22
H 1.27 2.70 -0.41
H 1.24 0.19 2.38
H 1.54 2.02 2.11
H -0.51 0.29 -1.90
H 0.22 -1.70 1.66
H 0.37 -2.41 0.09
H 1.74 -1.49 0.68
H -1.67 -2.17 -0.46
H -2.55 -0.94 -1.42
H -1.52 -2.16 -2.22
*
```

These are the Mulliken partial charges, in e, on atoms 1 to 5:
1 C -1.19
2 C 0.73
3 C -1.11
4 C -0.47
5 C 1.01

| no. | M (g/mol) |
| --- | --- |
| 1 | 737.70 |
| 2 | 338.83 |
| 3 | 893.92 |
| 4 | 96.17 |